Record 1
C28H56AlF9NO15P3 | the ωB97M-V functional and the def2-TZVPD basis

Geometry as ORCA input:
```
! RIJCOSX wB97M-V def2-TZVPD def2/J DEFGRID3
* xyz -2 1
N 4.57711 0.92194 0.00787
C 5.32360 1.65663 -0.92191
O 5.85014 2.70077 -0.58268
C 5.42937 1.07857 -2.30720
C 4.94075 2.02894 -3.41964
Al 2.92404 1.95296 -3.72159
C 2.04381 2.30851 -1.88498
C 0.77675 3.19018 -1.96094
C -0.44921 2.60683 -1.25575
F -0.07762 1.91600 -0.15920
F -1.21478 3.66775 -0.84084
C -1.27403 1.75311 -2.26768
F -2.29417 2.54020 -2.70739
F -0.58848 1.39522 -3.34044
C -1.94215 0.47779 -1.67419
F -3.00346 0.19684 -2.47429
F -2.45639 0.67076 -0.44660
C -1.05036 -0.80356 -1.74021
F -1.49523 -1.73306 -0.87369
F 0.21558 -0.54167 -1.49682
F -1.14940 -1.33039 -2.95207
C 2.43990 -0.00716 -4.16962
O 1.66061 -0.22836 -5.14179
O 2.90306 -0.94618 -3.43608
H 3.70949 0.63829 -0.44126
H 4.33822 1.51516 0.79234
H 4.93163 0.10435 -2.31929
H 6.49807 0.87162 -2.46453
H 5.23441 3.04978 -3.13958
H 5.45686 1.75108 -4.34381
H 2.40156 2.97789 -4.85772
H 2.78394 2.83833 -1.27594
H 1.87884 1.32592 -1.44220
H 0.99609 4.11429 -1.41780
H 0.52902 3.51037 -2.97532
O 5.70007 -4.37702 -5.49941
P 5.05740 -5.48647 -6.25575
O 4.56462 -4.77553 -7.65181
C 5.54758 -4.32936 -8.57787
C 6.15059 -5.48127 -9.36724
O 3.64659 -5.61228 -5.45191
C 3.50376 -5.19496 -4.07730
C 2.76875 -3.87122 -3.98818
O 4.94393 -7.03406 -6.81000
C 3.72250 -7.76280 -6.91182
C 2.72882 -7.19118 -7.89813
H 6.32705 -3.76903 -8.05371
H 5.04682 -3.63864 -9.25633
H 6.72586 -6.14444 -8.71682
H 6.81723 -5.10455 -10.14595
H 5.36900 -6.08245 -9.83289
H 4.47346 -5.14588 -3.58218
H 2.92422 -5.97546 -3.57146
H 3.24447 -3.10081 -4.58873
H 2.71848 -3.51766 -2.96031
H 1.75179 -3.98222 -4.37073
H 3.27357 -7.89840 -5.92906
H 4.01390 -8.76186 -7.25074
H 2.32048 -6.24344 -7.55204
H 1.89805 -7.88807 -8.03058
H 3.19774 -7.01434 -8.86657
O 0.12057 6.30398 3.05257
P -0.62166 5.35282 3.92289
O -2.15219 5.39978 3.35819
C -2.42879 4.83457 2.06558
C -2.47864 3.32131 2.12579
O -0.75919 6.28461 5.27791
C 0.16837 7.32872 5.55537
C -0.45033 8.67629 5.24381
O -0.78081 3.97523 4.77833
C -1.39264 3.86788 6.06567
C -2.86860 4.19325 6.08789
H -1.68584 5.17014 1.33930
H -3.39597 5.22666 1.75070
H -1.49649 2.90653 2.36375
H -2.79869 2.90804 1.16956
H -3.16935 2.99002 2.90383
H 1.09957 7.18631 5.00924
H 0.40814 7.27088 6.62124
H -0.81779 8.70827 4.21854
H 0.27456 9.48001 5.38604
H -1.30743 8.85664 5.89584
H -0.84296 4.45223 6.80215
H -1.26398 2.82238 6.35451
H -3.04971 5.25306 5.91483
H -3.28727 3.93384 7.06232
H -3.40154 3.63745 5.31693
O -3.64474 -0.47112 6.53086
P -4.17519 -1.54452 5.63687
O -4.68148 -0.73886 4.30905
C -3.69814 -0.14248 3.44805
C -3.01218 -1.17471 2.57256
O -5.61252 -1.82920 6.39780
C -5.78601 -1.55129 7.78325
C -6.58170 -0.27477 7.96692
O -4.18212 -3.03388 4.95455
C -5.34584 -3.83721 4.74843
C -6.34894 -3.25312 3.77955
H -2.96488 0.40925 4.04283
H -4.22337 0.57741 2.82095
H -2.41185 -1.86231 3.17401
H -2.35389 -0.68937 1.85170
H -3.74521 -1.77276 2.03133
H -4.82821 -1.49680 8.29909
H -6.33616 -2.39331 8.21383
H -6.11798 0.55334 7.43159
H -6.66153 -0.01376 9.02396
H -7.58660 -0.39587 7.55833
H -5.81105 -4.09153 5.69997
H -4.97223 -4.77744 4.33614
H -6.83699 -2.37044 4.18940
H -7.12089 -3.99288 3.55823
H -5.86594 -2.95962 2.84824
*
```

Values from the calculation:
LUMO energy = 2.47 eV
HOMO level = 0.5 eV
ΔE to the lowest compared entry with this formula, charge and spin = 0.00 kcal per mole
maximum force = 7.09 eV/Å

Atom charges from the Löwdin analysis, given in e for atoms 1 to 99: 0.13 -0.56 0.01 -0.22 -0.26 0.36 -0.23 -0.17 -0.44 0.11 0.07 -0.36 0.12 0.19 -0.32 0.13 0.13 -0.55 0.15 0.21 0.19 -0.76 -0.21 -0.19 0.07 0.08 0.08 0.10 0.03 0.03 -0.08 0.04 0.03 0.11 0.09 -0.20 0.58 -0.20 -0.28 -0.09 -0.25 -0.27 -0.08 -0.23 -0.28 -0.08 0.11 0.12 0.07 0.07 0.07 0.10 0.10 0.07 0.07 0.08 0.11 0.11 0.08 0.08 0.07 -0.21 0.59 -0.21 -0.26 -0.08 -0.25 -0.29 -0.08 -0.21 -0.27 -0.07 0.11 0.12 0.08 0.07 0.06 0.11 0.11 0.08 0.07 0.07 0.11 0.12 0.07 0.08 0.07 -0.22 0.60 -0.21 -0.27 -0.06 -0.25 -0.29 -0.08 -0.22 -0.27 -0.07 0.11

---

Record 2
C12H24N6O6 | the ωB97M-V functional and the def2-TZVPD basis

Geometry as ORCA input:
```
! RIJCOSX wB97M-V def2-TZVPD def2/J DEFGRID3
* xyz 0 1
C 4.41426 -1.68521 2.57575
C 4.30401 -0.46112 1.66231
C 3.22475 0.51374 2.14119
C 1.86926 0.07627 1.60832
C 0.70448 0.96172 2.11864
C -0.57641 0.22363 1.99630
C -1.23064 -0.50840 2.89490
C -2.43164 -1.05448 2.21955
O -3.17872 -1.91348 2.60180
O -2.55256 -0.44769 0.97493
C -1.34506 0.18571 0.72464
O -1.07100 0.56360 -0.38186
H 3.43910 -2.14198 2.71539
H 4.87458 -1.43868 3.52675
H 5.05818 -2.42574 2.11084
H 4.02710 -0.81290 0.67544
H 5.27168 0.02660 1.63353
H 3.44334 1.48983 1.71103
H 3.22100 0.60191 3.22426
H 1.88631 0.08334 0.52665
H 1.67043 -0.94151 1.93961
H 0.86929 1.24880 3.14991
H 0.66592 1.85922 1.50958
H -0.92648 -0.69302 3.90511
N 1.12759 0.66334 -2.15636
C 2.41201 0.87217 -2.57386
N 2.55044 1.34915 -3.84637
O 3.36903 0.64787 -1.84927
H 0.32033 0.84546 -2.72024
H 0.99603 0.32132 -1.22966
H 3.48283 1.51075 -4.17588
H 1.77820 1.53795 -4.45570
N -3.05308 -3.71107 -2.20140
C -2.32212 -2.83290 -2.95599
N -1.82418 -1.75593 -2.27191
O -2.12958 -2.99522 -4.14633
H -3.22459 -3.59357 -1.22134
H -3.43297 -4.51031 -2.67105
H -1.28708 -1.09294 -2.79425
H -1.97031 -1.60187 -1.29448
N -4.95503 1.90282 -0.46183
C -4.31002 3.06724 -0.78422
N -2.94301 3.00299 -0.72609
O -4.90562 4.08058 -1.09889
H -4.48154 1.05724 -0.20471
H -5.95628 1.91128 -0.49528
H -2.43588 3.83550 -0.95770
H -2.43637 2.17800 -0.47177
*
```

Values from the calculation:
LUMO energy = -1.80 eV
HOMO level = -10.0 eV
maximum force = 2.01 eV/Å
SMILES string = CCCCCC1=CC(=O)OC1=O.NC(N)=O.NC(N)=O.NC(N)=O

Charges computed using natural (NBO), reported in e: -0.60 -0.39 -0.39 -0.37 -0.45 -0.03 -0.26 0.75 -0.49 -0.52 0.77 -0.56 0.19 0.20 0.21 0.21 0.21 0.21 0.19 0.21 0.19 0.23 0.24 0.25 -0.85 0.78 -0.85 -0.67 0.39 0.41 0.41 0.39 -0.85 0.77 -0.85 -0.66 0.39 0.41 0.40 0.38 -0.85 0.77 -0.86 -0.66 0.39 0.41 0.41 0.39

---

Record 3
C9H11O3 | the ωB97M-V functional and the def2-TZVPD basis

Geometry as ORCA input:
```
! RIJCOSX wB97M-V def2-TZVPD def2/J DEFGRID3
* xyz -1 1
C 2.30377 1.54379 -0.81038
C 2.40559 3.09241 -1.19740
O 1.66174 3.54132 -2.07885
O 3.37116 3.67697 -0.66295
H 1.22624 1.39165 -0.71198
H 2.76156 1.52380 0.17818
H 2.57623 0.92689 -1.69704
C -1.09113 -1.24243 -2.12192
C -1.08027 -0.82555 2.29397
C -0.42511 -1.90608 1.65390
C -1.68351 0.12964 1.47767
C -0.35725 -2.02144 0.24829
C -1.70740 -0.08157 0.07723
C -1.04904 -1.13247 -0.53687
O -1.16580 -0.45868 3.62168
H -0.90910 -1.03794 4.33811
H 0.25135 -2.51765 2.14998
H -2.17594 1.01906 2.04463
H 0.21874 -2.78706 -0.29175
H -2.05789 0.78849 -0.52198
H -0.22486 -1.83389 -2.39676
H -0.90004 -0.19593 -2.42542
H -1.94903 -1.59332 -2.63034
*
```

Values from the calculation:
LUMO energy = 2.55 eV
HOMO level = -3.6 eV
ΔE to the lowest compared entry with this formula, charge and spin = 50.63 kcal per mole
maximum force = 3.59 eV/Å

Charges computed using natural (NBO), reported in e: -0.78 0.77 -0.79 -0.80 0.19 0.21 0.20 -0.63 0.28 -0.30 -0.24 -0.20 -0.20 -0.02 -0.70 0.49 0.20 0.23 0.21 0.22 0.21 0.23 0.21

---

Record 4
C4H36NO15 | the ωB97M-V functional and the def2-TZVPD basis

Geometry as ORCA input:
```
! RIJCOSX wB97M-V def2-TZVPD def2/J DEFGRID3
* xyz -1 1
C 0.85468 0.23436 0.96421
C 1.15433 0.72023 2.47256
C 2.57323 0.42508 2.85370
O 3.44681 1.11742 1.95914
N 0.46949 -1.15710 1.10446
C -0.99804 -1.28389 1.11269
O -1.46484 -2.20288 0.18401
H 0.01460 0.84052 0.57516
H 1.80391 0.27367 0.38437
H 1.12157 1.82643 2.38441
H 0.27430 0.44497 3.07453
H 2.82622 0.90320 3.82565
H 2.79254 -0.63034 2.79916
H 3.33357 0.92846 1.01867
H 0.75723 -1.74139 0.30457
H -1.37481 -1.58539 2.06754
H -1.44490 -0.27273 0.86062
H 0.59962 -2.84010 -1.86205
H 0.90358 -3.62216 -0.45812
O 1.11723 -3.64846 -1.38375
H -0.74574 -2.05516 -2.83688
H -1.06841 -2.10834 -0.70403
O -0.19017 -1.67105 -2.15141
H 3.87766 -1.82362 -1.29331
H 2.85252 -2.86301 -0.89167
O 3.31809 -2.07705 -0.56885
H -2.15332 2.40983 3.24969
H -1.04145 1.62439 3.70885
O -1.27999 2.54752 3.66601
H -3.40386 0.05454 -0.67042
H -3.13412 -1.35487 0.01900
O -3.77371 -0.63160 -0.10807
H -4.21933 0.33350 2.27729
H -2.96088 0.77083 1.62983
O -3.46895 0.93098 2.44037
H 3.91962 0.20300 -2.09303
H 2.49388 0.69316 -2.68490
O 3.41884 0.92133 -2.45583
H -0.95315 0.53902 -1.52112
H -2.30049 0.38367 -2.25018
O -1.88302 0.81233 -1.48644
H 0.63260 -0.90367 -3.19138
H 1.48751 -0.40974 -4.52798
O 1.12884 -0.15381 -3.68677
H 1.46823 2.90541 0.82806
H 1.90803 3.30552 -0.70893
O 1.29815 3.39525 0.02232
H -2.47743 0.91877 -3.78071
H -3.27394 2.23975 -3.11889
O -3.30162 1.32501 -3.51815
H -1.83640 3.06508 -2.06968
H -3.00818 3.63850 -1.39594
O -2.60938 3.61995 -2.27590
H 0.49233 -3.00337 1.94020
H 1.10954 -2.81734 3.31069
O 0.91737 -3.49463 2.65662
*
```

Values from the calculation:
LUMO energy = 2.54 eV
HOMO level = -6.7 eV
ΔE to the lowest compared entry with this formula, charge and spin = 30.25 kcal per mole
maximum force = 3.44 eV/Å

Charges computed using natural (NBO), reported in e: -0.22 -0.42 -0.07 -0.75 -0.71 0.10 -0.78 0.19 0.20 0.19 0.19 0.18 0.18 0.48 0.39 0.16 0.12 0.50 0.45 -1.05 0.45 0.52 -1.19 0.45 0.51 -0.97 0.49 0.46 -0.94 0.49 0.50 -1.01 0.49 0.49 -0.98 0.46 0.52 -1.00 0.51 0.49 -1.00 0.51 0.46 -1.04 0.49 0.49 -0.98 0.47 0.51 -1.00 0.50 0.48 -0.94 0.48 0.46 -0.95

---

Record 5
C45H34AlBr4IN2O5SSb2 | the ωB97M-V functional and the def2-TZVPD basis

Geometry as ORCA input:
```
! RIJCOSX wB97M-V def2-TZVPD def2/J DEFGRID3
* xyz 0 1
Al 0.35713 -1.22883 -1.33200
C -1.55743 -1.23039 2.33191
C -0.42910 -0.62646 3.16038
C 0.90778 -1.06678 2.58984
Sb 2.65091 0.26589 2.71502
C 2.25646 1.77512 1.22344
C 3.34603 2.32531 0.56933
C 3.17665 3.33087 -0.36915
C 1.90638 3.80165 -0.65009
C 0.82124 3.29175 0.04249
C 0.99590 2.28211 0.97244
C 1.78601 1.50062 4.27542
C 1.43083 0.91507 5.48245
C 0.83193 1.66704 6.47746
C 0.58543 3.01407 6.27397
C 0.95575 3.60927 5.08051
C 1.56158 2.85589 4.08956
Sb -1.61110 -0.21787 0.38731
C -3.53945 -0.88670 -0.29505
C -4.14495 -2.06994 0.09724
C -5.38307 -2.42105 -0.41856
C -6.01795 -1.59490 -1.32924
C -5.41838 -0.40957 -1.71984
C -4.18449 -0.06110 -1.20393
C -2.56956 1.58429 1.15743
C -2.66098 2.70062 0.33850
C -3.35652 3.82437 0.75298
C -3.98133 3.83567 1.98869
C -3.90804 2.72033 2.80373
C -3.20035 1.60433 2.39167
H -2.52240 -1.11870 2.82487
H -1.37924 -2.29785 2.18566
H -0.52257 -0.94655 4.20284
H -0.51386 0.46492 3.15651
H 0.80870 -1.23936 1.52236
H 1.22238 -2.01049 3.03828
H 4.34172 1.97012 0.80461
H 4.03802 3.74589 -0.87232
H 1.75871 4.56847 -1.39395
H -0.16490 3.69334 -0.12500
H 0.14362 1.91942 1.53601
H 1.62808 -0.13716 5.64699
H 0.55958 1.20407 7.41574
H 0.10748 3.60140 7.04353
H 0.77711 4.66305 4.91898
H 1.85990 3.34112 3.16972
H -3.65455 -2.72234 0.81128
H -5.85745 -3.34281 -0.10998
H -6.97312 -1.87835 -1.74510
H -5.90900 0.23371 -2.43326
H -3.70491 0.85642 -1.51859
H -2.18404 2.68499 -0.63450
H -3.42328 4.68877 0.10914
H -4.52889 4.70657 2.31610
H -4.41129 2.70539 3.76077
H -3.15200 0.74816 3.04645
Br 0.85451 -3.47748 -7.59093
C 0.18345 -2.85718 -5.95313
C -1.15929 -2.55180 -5.80494
Br -2.34982 -2.82143 -7.23422
C -1.64124 -2.06762 -4.58599
Br -3.46184 -1.65302 -4.36481
C -0.78386 -1.89895 -3.52243
O -1.10883 -1.42882 -2.30950
C 0.57172 -2.25228 -3.66360
O 1.31565 -2.11216 -2.57224
C 1.04419 -2.71505 -4.87006
Br 2.87236 -3.10195 -5.00319
I 3.46468 -5.74997 0.70003
C 1.57694 -4.90508 0.33974
C 0.41754 -5.66015 0.44537
C -0.79451 -5.03787 0.18439
C -0.79625 -3.69683 -0.16184
N 0.32159 -2.98659 -0.25476
C 1.48993 -3.57385 -0.02423
H 0.46605 -6.70753 0.70250
H -1.71822 -5.59476 0.22712
H -1.70831 -3.17047 -0.40692
H 2.36426 -2.95043 -0.15557
O 1.26623 0.24361 -4.44289
S 1.54364 1.19208 -3.40782
O 1.01209 2.50575 -3.56356
N 1.09333 0.52483 -1.94384
C 2.14968 0.11147 -1.29112
O 1.94628 -0.69149 -0.33468
C 3.44433 0.50177 -1.83112
C 4.71111 0.22409 -1.33747
C 5.80281 0.70703 -2.04217
C 5.63692 1.43029 -3.21570
C 4.36785 1.66329 -3.73692
C 3.29103 1.18388 -3.03076
H 4.83337 -0.33812 -0.42535
H 6.79881 0.51448 -1.67616
H 6.50238 1.80609 -3.73908
H 4.22833 2.19932 -4.66320
*
```

Values from the calculation:
LUMO energy = -0.46 eV
HOMO level = -7.3 eV
ΔE to the lowest compared entry with this formula, charge and spin = 27.88 kcal per mole
maximum force = 2.05 eV/Å

Charges computed using Löwdin, reported in e: -0.26 -0.33 -0.37 -0.40 1.48 -0.43 -0.16 -0.08 -0.07 -0.07 -0.15 -0.40 -0.16 -0.09 -0.09 -0.08 -0.13 1.68 -0.35 -0.13 -0.08 -0.09 -0.11 -0.15 -0.34 -0.16 -0.08 -0.08 -0.08 -0.11 0.05 0.05 0.11 0.07 -0.03 0.05 0.09 0.11 0.11 0.09 0.07 0.10 0.10 0.10 0.10 0.09 0.09 0.10 0.10 0.11 0.10 0.10 0.11 0.10 0.11 0.08 0.72 -0.76 -0.76 0.71 -0.63 0.82 -0.33 -0.11 -0.37 -0.04 -0.66 0.78 0.90 -0.67 -0.10 -0.01 -0.09 0.06 -0.15 0.10 0.12 0.10 0.11 -0.22 0.71 -0.26 0.05 -0.47 0.00 -0.14 0.01 -0.05 -0.05 -0.01 -0.17 0.12 0.11 0.11 0.13